Molecular formula: C26H41N2SSn
Method: DFT, the ωB97M-V functional and the def2-TZVPD basis

## Properties
E_LUMO (alpha / beta) ... -3.881 / -3.593 eV
Calculated total energy ... -1736.87644 hartree
Charge ... +1
Orbital gap (alpha / beta) ... 5.49 / 5.67 eV

```
71
Properties=species:S:1:pos:R:3:forces:R:3
C 1.5744 -2.7870 0.0771 1.37 1.38 -1.16
C 2.4873 -2.0561 -0.7348 -1.05 -1.17 2.16
C 1.9542 -2.0023 -2.0611 -2.47 -0.72 -0.62
C 0.6689 -2.6115 -2.0414 2.28 1.26 -0.23
C 0.4474 -3.1155 -0.7256 0.73 0.43 -0.31
Sn -0.1180 0.2130 0.6510 0.65 -1.31 -1.20
C -2.1891 2.4985 -0.3115 -2.82 1.66 -2.88
C -2.2936 2.1726 1.1140 0.32 -1.10 0.46
H -2.4886 2.9997 1.8073 1.13 -0.01 -0.05
C -2.1448 0.8836 1.6373 -1.35 1.37 0.18
H -2.7464 0.0320 1.3176 0.68 0.07 -0.64
H -1.8694 0.8087 2.6775 -0.61 0.11 0.54
C -2.9293 3.8548 -0.6922 -0.41 0.02 0.36
H -2.5482 4.6558 -0.0175 -0.08 -0.30 -0.71
H -2.7063 4.0746 -1.7675 -0.11 0.02 1.06
H -4.0475 3.8898 -0.5830 0.98 -0.55 0.04
C -2.7933 1.3795 -1.2202 0.21 -0.18 0.12
H -2.2783 0.4216 -1.0470 0.00 0.22 -0.43
H -3.8674 1.1329 -1.0652 0.58 0.68 0.26
H -2.6843 1.6908 -2.2700 0.13 -0.33 0.30
C 3.7682 -1.4476 -0.2966 0.47 0.22 0.21
H 3.7923 -1.3221 0.8052 0.07 -0.12 -0.60
H 4.6242 -2.0938 -0.5928 -0.35 0.43 0.19
H 3.9235 -0.4474 -0.7582 -0.03 -0.60 0.21
C 2.6403 -1.3608 -3.2055 0.12 0.10 -0.43
H 2.6172 -0.2570 -3.1023 0.16 -0.45 -0.14
H 3.7015 -1.6751 -3.2630 -0.50 0.19 -0.02
H 2.1372 -1.6403 -4.1443 0.31 0.22 0.23
C -0.2418 -2.7123 -3.1930 -0.36 -0.28 -0.65
H -0.1716 -1.8364 -3.8529 -0.06 -0.23 0.14
H -0.0019 -3.6024 -3.7922 -0.22 0.17 -0.05
H -1.2806 -2.8056 -2.8655 0.03 0.02 -0.15
C -0.7463 -3.8426 -0.2951 -0.56 -0.26 0.25
H -1.6347 -3.5022 -0.8325 0.03 -0.08 0.03
H -0.6468 -4.9182 -0.4825 -0.01 0.04 -0.02
H -0.9227 -3.7182 0.7733 -0.05 -0.04 0.03
C 1.7821 -3.1212 1.4937 0.19 -0.28 0.49
H 0.9023 -3.6174 1.8976 0.00 -0.04 0.21
H 2.6337 -3.8001 1.6089 -0.10 0.02 0.18
H 1.9931 -2.2302 2.0929 0.00 0.01 0.12
C 0.0988 1.7043 -0.9377 0.36 -3.17 -2.27
C -0.6546 2.9063 -0.7459 2.28 1.48 3.91
C 0.4607 1.3514 -2.2711 -0.84 0.92 1.89
C -0.1582 4.0104 -1.7070 -1.20 -0.53 0.13
H -0.3076 3.0953 0.3724 -0.39 1.15 -1.97
C 0.4950 2.3270 -3.2739 0.01 -2.14 -0.85
H 0.5527 0.3218 -2.5296 0.66 -0.62 -0.06
C 0.2970 3.6554 -2.9647 -0.86 2.22 0.33
H -0.2184 5.0494 -1.3657 -0.16 -0.40 -0.39
H 0.6673 1.9534 -4.2981 0.00 0.60 0.52
H 0.3890 4.4308 -3.7660 0.32 -0.65 0.99
C -0.0400 3.8705 6.1436 -0.23 0.05 0.19
C -0.4027 2.9018 5.0440 0.40 -0.30 -0.06
N 0.8520 2.3707 4.4296 -0.56 -0.05 -0.71
C 0.8090 1.2419 3.6824 -0.01 -0.26 0.42
S 1.6434 1.2380 2.1786 0.38 0.52 0.32
N 0.1487 0.1543 4.1634 1.03 0.23 -0.04
C 0.2527 -0.2144 5.6156 -0.03 0.22 -0.37
C -0.9264 -1.0881 5.9885 -0.07 0.11 0.21
H 0.6817 3.4334 6.8379 -0.09 0.03 -0.08
H -0.9452 4.1212 6.6963 0.08 0.16 0.05
H 0.3792 4.7905 5.7277 -0.01 -0.09 0.10
H -0.9823 2.0445 5.4014 0.09 0.33 -0.01
H -0.9950 3.4057 4.2616 0.19 -0.20 0.17
H 1.4280 3.1047 4.0050 -0.32 -0.47 0.14
H 0.2471 -0.6725 3.5631 -0.08 0.55 0.15
H 1.2287 -0.7114 5.7593 -0.42 0.14 0.00
H 0.2575 0.7108 6.2017 0.06 -0.34 -0.14
H -0.9182 -2.0557 5.4781 0.04 0.15 0.03
H -0.9232 -1.2648 7.0652 0.01 -0.11 -0.08
H -1.8537 -0.5630 5.7416 0.04 -0.14 0.02
```
Positions in Å, forces in eV/Å.


Molecular formula: C5H14N2
Method: DFT, the ωB97M-V functional and the def2-TZVPD basis

## Properties
E_LUMO (alpha / beta) ... 4.044 / 4.285 eV
Calculated total energy ... -308.32283 hartree
Charge ... -1
<S²> ... 0.75
Spin multiplicity ... 2
Energy relative to the best compared isomer or geometry (same formula, charge and spin) ... 1.094 eV
Orbital gap (alpha / beta) ... 2.50 / 9.69 eV

```
21
Properties=species:S:1:pos:R:3:forces:R:3
C 0.3944 2.0222 -0.2119 1.04 -0.85 -1.02
C 0.3757 0.5159 0.1043 -0.40 0.66 1.61
C -0.8607 0.1469 0.9836 0.31 0.68 -1.61
C -0.8836 0.7381 2.3813 -1.34 0.67 -0.26
N 0.5513 -0.2588 -1.1273 -0.41 -0.82 0.24
C 0.3623 -1.7294 -1.0230 -0.20 -0.44 -0.17
N 0.7393 -2.3069 -2.2955 -0.46 -0.64 -0.40
H -0.2939 2.2198 -1.0322 -0.16 0.30 0.07
H 0.2579 2.7071 0.6173 -0.35 -0.22 0.19
H 1.4195 2.1895 -0.5737 -0.22 0.37 -0.23
H 1.2565 0.3908 0.7464 0.08 -0.56 -0.21
H -0.9576 -0.9236 0.8694 -0.16 -0.35 0.80
H -1.7310 0.5549 0.4403 0.12 -0.17 0.08
H -1.9376 0.9623 2.6097 -0.05 -0.68 0.31
H -0.4735 0.1220 3.1695 0.34 0.05 0.11
H -0.5595 1.7881 2.4032 0.83 -0.42 -0.02
H -0.2428 -0.0881 -1.7431 0.13 0.90 0.00
H 0.9089 -2.2848 -0.2478 -0.06 0.89 0.31
H -0.7139 -1.9610 -0.8855 0.41 0.09 0.28
H 1.2811 -3.1563 -2.2369 0.11 0.26 0.04
H 1.1071 -1.6485 -2.9482 0.43 0.28 -0.11
```
Positions in Å, forces in eV/Å.


Molecular formula: H24KrO12
Method: DFT, the ωB97M-V functional and the def2-TZVPD basis

## Properties
E_LUMO ... -0.351 eV
Calculated total energy ... -3670.87653 hartree
Energy relative to the best compared isomer or geometry (same formula, charge and spin) ... 1.169 eV
Orbital gap ... 9.80 eV

```
37
Properties=species:S:1:pos:R:3:forces:R:3
Kr 0.2602 0.4965 -0.0034 -0.16 -0.08 -0.04
O 1.0736 -0.7599 -3.7692 0.32 -0.11 -0.16
H 0.9799 -0.1108 -3.0720 -0.11 0.22 0.20
H 0.1761 -0.9496 -4.0427 -0.19 -0.09 -0.05
O 0.6034 2.1773 -2.8302 -0.14 -0.15 0.22
H 0.1592 3.0242 -2.7886 -0.12 0.30 0.01
H 1.4591 2.3737 -3.2116 0.27 -0.01 -0.28
O -3.2792 2.8105 0.5269 -0.07 0.43 0.31
H -2.7212 2.3475 -0.0979 -0.04 -0.29 -0.43
H -3.5631 2.1343 1.1421 -0.02 -0.06 0.14
O 0.0594 -0.1209 3.4394 -0.20 0.17 0.19
H 0.7582 0.2977 2.9367 0.45 0.27 0.14
H -0.1444 -0.9176 2.9495 -0.35 -0.25 0.15
O 1.0787 -2.6578 0.4503 0.32 0.03 0.50
H 0.6362 -2.5885 -0.3956 -0.35 0.20 -0.84
H 1.4002 -3.5589 0.4799 0.21 -0.27 0.18
O -2.8056 1.5972 -2.0627 0.15 -0.15 0.15
H -3.3215 2.1632 -2.6369 -0.28 0.18 -0.08
H -1.9032 1.7118 -2.3606 0.37 -0.14 -0.17
O -0.5917 -2.8259 -1.7547 0.19 0.04 -0.03
H -0.7506 -3.7694 -1.7812 -0.04 -0.34 -0.11
H -1.4650 -2.4347 -1.7794 -0.33 0.29 0.08
O 2.3843 1.2083 2.5215 0.04 -0.32 0.27
H 3.2828 1.2876 2.8420 0.18 0.15 0.33
H 2.2695 1.9604 1.9407 0.07 0.40 -0.57
O -3.2370 -0.8629 0.8799 -0.32 0.00 -0.43
H -2.4029 -0.9461 1.3421 0.54 0.00 0.39
H -3.7396 -0.2380 1.4025 -0.20 0.04 0.09
O 2.6482 2.8051 0.1788 0.16 0.29 0.24
H 2.8116 2.0732 -0.4160 0.08 -0.32 -0.13
H 1.8485 3.2117 -0.1549 -0.26 0.15 -0.11
O 3.3896 -1.4217 1.6247 0.60 -0.19 0.01
H 3.2936 -0.5286 1.9555 -0.25 0.19 0.03
H 2.4967 -1.6989 1.4196 -0.32 -0.08 -0.21
O -1.0507 -2.2565 2.0585 -0.75 0.11 0.34
H -1.7619 -2.7408 1.6390 -0.29 -0.27 0.09
H -0.3313 -2.2926 1.4281 0.82 -0.34 -0.44
```
Positions in Å, forces in eV/Å.


Molecular formula: C5H11N2O2P
Method: DFT, the ωB97M-V functional and the def2-TZVPD basis

## Properties
E_LUMO ... 0.978 eV
Calculated total energy ... -798.42074 hartree
SMILES ... COP(=O)(N1CC1)N1CC1
Energy relative to the best compared isomer or geometry (same formula, charge and spin) ... 0.364 eV
Orbital gap ... 10.75 eV

```
21
Properties=species:S:1:pos:R:3:forces:R:3
C -1.8677 -1.9042 -1.2247 0.05 -1.39 2.84
O -0.5912 -1.4480 -0.8367 1.30 2.76 0.85
P -0.0946 0.2213 -0.7137 -2.94 -4.24 -0.53
O -0.0926 0.8215 -2.0521 0.36 0.66 0.59
N -1.2631 0.8325 0.3615 -0.30 -1.17 -2.23
C -0.9443 2.0118 1.0725 -1.41 1.71 1.02
C -1.1480 0.7547 1.7792 -2.16 0.11 1.23
N 1.3009 0.0500 0.1260 -0.23 -0.19 0.98
C 2.4252 -0.8755 -0.0243 -0.56 0.74 -0.65
C 2.5555 0.5486 -0.4207 -0.19 0.62 2.40
H -2.3877 -1.3413 -1.8953 -1.10 2.11 -1.90
H -2.5674 -2.1299 -0.3707 0.81 0.67 -0.30
H -1.7398 -2.8597 -1.6549 0.45 -1.12 -0.71
H -1.7354 2.7983 1.1571 0.88 -0.72 -0.29
H 0.0496 2.3124 1.0298 1.59 0.97 -0.13
H -0.4006 0.1984 2.2022 2.45 -0.94 0.63
H -2.0242 0.6315 2.4398 -0.17 0.08 -1.08
H 2.3133 -1.5846 -0.8109 0.07 -0.54 -0.39
H 2.8526 -1.2250 0.9021 0.06 0.04 0.07
H 2.9790 1.2507 0.3041 0.43 -0.29 -0.47
H 2.3804 0.9365 -1.3704 0.60 0.13 -1.91
```
Positions in Å, forces in eV/Å.


Molecular formula: C4H7NO2
Method: DFT, the ωB97M-V functional and the def2-TZVPD basis

## Properties
E_LUMO ... 0.819 eV
Calculated total energy ... -361.82960 hartree
SMILES ... [H]/N=C(\C)OCC=O
Energy relative to the best compared isomer or geometry (same formula, charge and spin) ... 1.395 eV
Orbital gap ... 10.49 eV

```
14
Properties=species:S:1:pos:R:3:forces:R:3
H 1.5296 -1.5942 0.3609 0.06 0.10 0.06
N 0.6315 -1.1594 0.1847 -0.05 0.36 0.07
C 0.6406 0.0934 0.3817 0.17 -0.24 -0.06
C 1.7702 0.9861 0.8308 0.07 0.02 -0.04
O -0.4886 0.8077 0.1667 0.06 -0.05 0.08
C -1.6408 0.0264 -0.1241 -0.20 -0.11 0.01
C -1.5165 -0.7577 -1.4177 -0.24 -0.24 -0.03
O -2.2000 -1.7200 -1.6567 0.26 0.44 0.02
H 1.4082 2.0094 0.9562 0.11 -0.19 -0.01
H 2.1848 0.6302 1.7789 -0.12 0.03 -0.14
H 2.5816 0.9798 0.0940 -0.20 -0.01 0.10
H -1.8754 -0.6701 0.6889 0.09 0.13 -0.14
H -2.4490 0.7560 -0.2315 0.04 -0.12 -0.01
H -0.8036 -0.3346 -2.1582 -0.05 -0.12 0.09
```
Positions in Å, forces in eV/Å.